Record 1
Computed, not measured: a 4-piece molecular cluster, C4H15NO3 overall in a non-equilibrium geometry, with ωB97M-V/def2-TZVPD.

## Properties
ΔE to the lowest compared entry with this formula, charge and spin in kcal per mole: 47.0
LUMO level (spin up / spin down) in eV: -4.412 / -8.332
Highest occupied orbital energy (spin up / spin down) in eV: -13.97 / -13.97
Max |F| in eV/Å: 4.7

Structure (ORCA input):
```
! wB97M-V def2-TZVPD RIJCOSX def2/J DEFGRID3
* xyz 1 2
C -2.399 0.994 1.355
C -2.095 0.675 -0.043
C -0.878 0.336 -0.571
N -0.688 -0.034 -1.912
C -0.061 1.049 -2.722
H -3.357 1.417 1.605
H -2.307 0.078 1.979
H -1.600 1.756 1.628
H -2.948 0.665 -0.722
H 0.040 0.243 -0.001
H -1.665 -0.059 -2.276
H -0.456 2.058 -2.566
H 1.015 1.096 -2.583
H -0.351 0.917 -3.783
H 1.006 -1.842 0.681
H 2.053 -2.380 1.515
O 1.172 -2.615 1.216
H 1.687 -1.100 -1.148
H 3.068 -1.575 -1.032
O 2.423 -1.073 -0.518
H 1.401 0.190 3.415
H 2.582 -0.849 3.134
O 2.356 0.050 3.350
*
```



Record 2
Computed, not measured: a 2-piece molecular cluster, C4H15NSi2 overall in a non-equilibrium geometry, with ωB97M-V/def2-TZVPD.

## Properties
ΔE to the lowest compared entry with this formula, charge and spin in kcal per mole: 63.2
LUMO level in eV: -0.385
Highest occupied orbital energy in eV: -8.03
Max |F| in eV/Å: 2.5

Structure (ORCA input):
```
! wB97M-V def2-TZVPD RIJCOSX def2/J DEFGRID3
* xyz 0 1
C 1.790 1.600 0.267
C 4.024 -0.670 -0.269
C -3.972 0.472 1.663
C -2.491 1.510 -0.881
N 1.135 -0.902 -0.321
Si 2.420 0.134 -0.631
Si -2.515 0.103 0.353
H 0.954 1.220 0.935
H 2.501 2.092 0.867
H 1.343 2.300 -0.404
H 4.538 0.269 -0.006
H 4.081 -1.393 0.529
H 4.476 -1.087 -1.168
H -3.624 0.391 2.720
H -4.473 1.435 1.409
H -4.699 -0.377 1.451
H -2.223 1.148 -1.928
H -3.443 2.044 -1.166
H -1.597 2.148 -0.606
H 1.325 -1.898 -0.555
H 2.605 0.581 -2.131
H 0.183 -0.611 -0.177
*
```



Record 3
Computed, not measured: C4H16BInO4 as an isolated structure in a non-equilibrium geometry, with ωB97M-V/def2-TZVPD.

## Properties
ΔE to the lowest compared entry with this formula, charge and spin in kcal per mole: 15.4
LUMO level in eV: -13.332
Highest occupied orbital energy in eV: -18.13
Max |F| in eV/Å: 3.4

Structure (ORCA input):
```
! wB97M-V def2-TZVPD RIJCOSX def2/J DEFGRID3
* xyz 2 1
In 1.036 1.036 -0.851
B -0.103 1.237 1.693
H 1.114 1.295 1.790
H -0.398 0.998 2.844
H -0.564 2.224 1.247
H -0.520 0.301 1.025
C -2.596 0.518 -0.771
C -2.578 1.487 -1.927
O -1.357 2.234 -1.868
O -1.560 -0.456 -0.880
H -3.546 -0.015 -0.854
H -2.651 1.045 0.185
H -3.430 2.165 -1.979
H -2.555 0.879 -2.838
H -1.499 3.057 -2.353
H -2.018 -1.290 -1.045
C 2.035 -2.385 0.406
C 2.726 -1.353 1.243
O 3.144 -0.270 0.355
O 0.948 -1.728 -0.244
H 1.543 -3.079 1.090
H 2.736 -2.810 -0.309
H 3.661 -1.733 1.662
H 2.197 -0.964 2.118
H 4.081 -0.126 0.519
H 0.153 -2.267 -0.258
*
```



Record 4
Computed, not measured: C4H16BO2S2Sn as an isolated structure in a non-equilibrium geometry, with ωB97M-V/def2-TZVPD.

## Properties
ΔE to the lowest compared entry with this formula, charge and spin in kcal per mole: 196.2
LUMO level in eV: -8.885
Highest occupied orbital energy in eV: -11.05
Max |F| in eV/Å: 5.2

Structure (ORCA input):
```
! wB97M-V def2-TZVPD RIJCOSX def2/J DEFGRID3
* xyz 1 1
Sn 2.665 -3.329 0.205
B 4.594 -7.250 3.426
H 4.664 -7.668 2.434
H 3.618 -6.864 3.677
H 4.841 -7.997 4.165
H 5.261 -6.404 3.480
C -1.480 1.870 -4.790
S -0.016 2.730 -4.013
O 0.538 1.649 -3.064
C 1.024 2.729 -5.452
H -1.037 1.060 -5.369
H -1.971 2.636 -5.390
H -2.110 1.396 -4.037
H 0.465 3.107 -6.308
H 1.276 1.710 -5.745
H 2.018 3.167 -5.356
C -3.571 1.670 2.510
S -2.628 0.834 3.831
O -2.010 -0.215 2.944
C -1.363 2.197 3.964
H -2.849 1.955 1.745
H -4.068 2.540 2.938
H -4.341 0.972 2.180
H -0.566 1.899 4.645
H -1.927 3.029 4.383
H -1.027 2.577 2.999
*
```



Record 5
Computed, not measured: C4H16CdO6 as an isolated structure in a non-equilibrium geometry, with ωB97M-V/def2-TZVPD.

## Properties
LUMO level in eV: 5.509
Highest occupied orbital energy in eV: 0.76
Max |F| in eV/Å: 4.1

Structure (ORCA input):
```
! wB97M-V def2-TZVPD RIJCOSX def2/J DEFGRID3
* xyz -2 1
Cd 0.310 -0.036 1.060
C -3.406 2.383 0.506
C -1.968 2.403 0.107
O -1.070 1.518 0.657
H -3.768 1.381 0.277
H -3.961 3.161 -0.018
H -3.312 2.557 1.578
H -1.499 3.372 0.280
H -2.014 2.309 -0.978
C 1.268 -2.411 -2.706
C 0.751 -1.118 -1.924
O 1.183 -0.979 -0.611
H 2.136 -1.980 -3.205
H 0.572 -2.731 -3.481
H 1.658 -3.202 -2.066
H -0.250 -1.434 -1.627
H 0.759 -0.248 -2.581
O 1.567 1.489 1.759
H 1.729 2.423 1.522
O 1.448 -1.003 2.522
H 0.939 -1.203 3.332
O 3.595 -0.177 0.738
H 4.436 -0.497 0.413
H 2.956 -0.490 0.098
O -1.104 -1.527 1.448
H -0.921 -2.438 1.216
H -2.032 -1.522 1.684
*
```



Record 6
Computed, not measured: a 5-piece molecular cluster, C4H16ClN6O4 overall in a non-equilibrium geometry, with ωB97M-V/def2-TZVPD.

## Properties
LUMO level in eV: 2.288
Highest occupied orbital energy in eV: -4.60
Max |F| in eV/Å: 6.7

Structure (ORCA input):
```
! wB97M-V def2-TZVPD RIJCOSX def2/J DEFGRID3
* xyz -1 1
Cl 21.855 -14.235 -12.494
C 22.934 -18.009 -7.841
O 21.970 -17.001 -7.883
H 23.416 -18.289 -8.778
H 23.755 -17.650 -7.221
H 22.552 -18.819 -7.219
H 21.959 -16.609 -8.760
C 20.104 -9.633 -15.809
O 19.832 -8.554 -16.276
N 21.049 -9.901 -15.015
N 19.391 -10.755 -15.981
H 21.619 -9.138 -14.678
H 21.034 -10.818 -14.591
H 19.770 -11.671 -15.783
H 18.532 -10.566 -16.477
C 25.843 -14.120 -16.616
O 26.824 -14.269 -17.293
N 25.875 -13.329 -15.619
N 24.688 -14.661 -16.808
H 25.036 -13.172 -15.079
H 26.760 -12.883 -15.426
H 24.014 -14.688 -16.056
H 24.623 -15.222 -17.645
C 22.936 -20.838 -14.099
O 22.089 -21.151 -13.217
N 23.454 -19.656 -14.181
N 23.273 -21.548 -15.131
H 22.991 -18.894 -13.707
H 23.966 -19.573 -15.048
H 22.883 -22.479 -15.141
H 24.157 -21.261 -15.525
*
```



Q: Look up the max |F| of the fourth one.
A: 5.2 eV/Å